Computed, not measured: a molecular structure, C26H32Br39I2NO2PS at a distorted geometry, with wB97M-V/def2-TZVPD.

Last column: Löwdin charge in e.
Cartesian coordinates (Å):
Br (7.001, -1.234, 3.821)  0.5615
H (-4.993, 8.227, -3.499)  -0.0257
Br (3.434, -9.655, 0.453)  0.5515
Br (-5.353, 4.459, 0.281)  0.5655
H (0.825, -1.164, 0.775)  0.1361
C (3.187, -0.539, 2.182)  -0.1568
Br (-11.220, 5.078, -3.048)  0.5467
H (-7.694, -0.161, 4.522)  -0.0269
Br (7.631, 7.543, 4.472)  0.5455
C (1.675, 1.563, 1.351)  -0.5406
Br (7.854, -4.104, -5.394)  0.5447
Br (-9.989, -0.871, 5.194)  0.5440
Br (-7.289, 7.516, -2.827)  0.5352
H (3.432, -0.805, 1.069)  0.0804
H (2.371, -1.331, 2.541)  0.0931
H (0.035, 7.374, -2.364)  -0.0275
C (3.848, -2.015, -3.091)  -0.1351
Br (5.047, -6.561, -11.465)  0.5431
Br (10.750, 7.636, 3.666)  0.5377
H (4.582, -1.549, -3.912)  0.0945
C (2.520, 0.941, 2.406)  -0.6943
H (-4.679, 1.530, 1.412)  0.0590
C (4.638, -6.066, -9.629)  -1.6204
C (-5.350, 7.584, -2.688)  -1.5847
C (0.283, 6.952, -1.385)  -1.5968
H (5.848, -5.222, -4.418)  -0.0411
C (0.846, -0.615, -0.283)  -0.3134
H (8.774, 8.712, 2.587)  -0.0259
Br (4.699, -0.944, 6.058)  0.5196
Br (-8.122, -4.830, -1.260)  0.5417
Br (-5.352, -5.026, 3.641)  0.5554
P (-1.292, 0.649, -0.501)  0.4595
Br (-2.508, -6.542, 3.615)  0.5593
H (-2.963, -0.471, 2.538)  0.0826
C (-7.080, 3.726, -0.233)  -1.5612
H (2.943, 0.249, -2.589)  0.0918
C (-3.886, 0.896, 0.813)  -0.3604
Br (6.402, -6.861, -6.216)  0.5507
N (3.941, -3.495, -2.947)  -0.0516
C (-2.480, 1.737, 0.545)  -0.3506
Br (7.234, 1.047, 6.086)  0.5103
Br (12.131, 4.169, 4.688)  0.5317
C (3.051, -4.107, -1.920)  -0.1969
H (-2.029, 1.978, 1.611)  0.0630
C (1.332, 0.943, -0.126)  -0.2817
C (1.896, -1.521, -1.159)  -0.0462
Br (-7.473, 0.015, 7.001)  0.5504
Br (-10.987, 7.358, -0.783)  0.5322
H (10.156, 3.858, 3.195)  -0.0410
H (-11.088, 4.875, -0.564)  -0.0698
Br (-1.127, 7.493, -0.159)  0.5225
H (1.347, -3.722, -0.260)  0.0868
Br (-4.543, 5.834, -2.953)  0.5473
C (10.404, 3.435, 4.174)  -1.5794
Br (0.352, 5.020, -1.601)  0.5379
C (-8.050, -0.803, 5.334)  -1.5886
C (2.890, -8.325, -0.859)  -1.5549
H (3.025, -5.286, -1.729)  -0.1003
H (-1.556, 1.289, -1.797)  0.0126
Br (-4.772, 8.402, -1.020)  0.5282
C (-6.229, -4.625, -1.660)  -1.6151
C (2.922, -0.912, -2.332)  0.0105
Br (-3.457, -4.852, 1.040)  0.5934
C (-11.629, 5.573, -1.211)  -1.6094
C (6.804, -5.619, -4.774)  -1.5872
H (-5.688, -5.323, -1.013)  -0.0655
H (-3.147, -1.294, 0.850)  0.0604
H (7.133, -1.437, 6.305)  -0.0260
S (-5.268, -1.362, 2.149)  0.5051
Br (7.645, -6.512, -3.264)  0.5436
H (4.108, -0.697, 2.922)  0.0195
Br (8.588, 6.425, 1.605)  0.5634
H (1.804, -8.414, -0.972)  -0.0173
Br (-7.244, -2.554, 5.069)  0.5135
H (-2.815, 2.726, -0.031)  0.0567
Br (-8.490, 4.267, 0.993)  0.5606
Br (10.473, 1.503, 3.958)  0.5506
Br (-13.522, 5.368, -0.811)  0.5483
H (-4.413, 0.621, -0.220)  0.0616
C (-4.022, -5.937, 2.553)  -1.5700
H (-7.328, 4.148, -1.212)  -0.0348
H (-1.044, -0.007, 0.789)  0.0377
Br (3.673, -8.670, -2.606)  0.5629
H (-4.848, -2.593, 2.746)  -0.2124
Br (8.994, 3.977, 5.400)  0.5177
Br (-5.587, -2.840, -1.232)  0.5447
H (5.179, -6.764, -8.981)  -0.0726
O (-0.393, -0.721, -1.124)  -0.3401
Br (3.252, -6.515, -0.248)  0.7243
C (8.916, 7.717, 3.022)  -1.5927
C (6.592, -0.739, 5.657)  -1.5768
H (2.080, 1.384, -0.940)  0.1478
I (0.816, 3.573, 1.800)  0.7334
I (2.896, 2.007, 4.306)  0.6495
Br (2.010, 7.685, -0.870)  0.5333
O (0.091, 1.710, -0.479)  -0.4964
Br (5.280, -4.280, -9.200)  0.5414
H (-2.446, -0.156, -0.876)  -0.0174
Br (-5.820, -5.120, -3.497)  0.5434
C (-3.667, -0.528, 1.604)  -0.5767
C (2.057, -3.170, -1.038)  -0.0083
Br (-7.010, 1.794, -0.449)  0.6140
H (-4.502, -6.832, 2.143)  -0.0233
Br (2.746, -6.270, -9.228)  0.5539

## Properties
Total charge: -1
HOMO level: -5.085 eV
Energy: -2801031.622 eV
Maximum force: 5.450 eV/Å
LUMO: 0.81 eV